ORCA calculation (the ωB97M-V functional and the def2-TZVPD basis) on the molecule C2H7N3 in a non-equilibrium geometry.

The geometry in XYZ format:
```
12
Properties=species:S:1:pos:R:3:mulliken_charge:R:1
H -1.748 -1.294 0.832 0.2251
N -0.195 -0.098 -0.308 0.1769
C 0.914 -0.782 0.015 -0.0020
N 2.146 -0.470 -0.055 -0.6200
H -1.266 1.573 -0.028 0.3486
C -0.211 1.300 0.011 -1.0138
N -1.354 -0.866 -0.048 -0.6583
H -1.461 -1.645 -0.787 0.2678
H 0.337 1.858 -0.844 0.3556
H 0.161 1.631 1.076 0.2829
H 0.674 -1.832 0.321 0.3707
H 2.003 0.624 -0.186 0.2665
```

Output
E_LUMO in eV: 0.85
E_HOMO in Ha: -0.338
Energy above the lowest of the compared OMol25 structures with the same formula, charge and spin in kJ/mol: 265.9
Structure (SMILES): [H]/N=C\N(C)N
Net charge: 0
Molar mass in g mol⁻¹: 73.10